Computed, not measured: C50H60CoN4O6SiTe as an isolated structure at a distorted geometry, with ωB97M-V/def2-TZVPD.

Computed properties:
⟨S²⟩: 6.02
frontier orbital gap (alpha / beta): 8.2 / 6.2 eV
DFT total energy: -4552.0982 a.u.
LUMO energy (alpha / beta): -0.0778 / -0.1473 Eh
net charge: +1
F_max: 0.0216 Eh/bohr
spin multiplicity: 5
highest occupied orbital energy (alpha / beta): -10.301 / -10.157 eV

Cartesian coordinates (Å):
Co1 0.58 0.17 0.71
C1 -0.92 -6.61 -0.65
C2 -0.60 -5.14 -0.59
C3 -1.25 -4.22 -1.42
C4 -0.97 -2.87 -1.39
C5 -1.77 -1.88 -2.18
O1 -2.18 -0.86 -1.66
C6 -2.11 -2.22 -3.59
C7 -3.26 -1.66 -4.14
C8 -3.63 -1.98 -5.44
C9 -2.84 -2.83 -6.20
C10 -1.67 -3.35 -5.67
C11 -1.30 -3.05 -4.37
C12 0.05 -2.38 -0.53
O2 0.46 -1.15 -0.64
C13 0.68 -3.29 0.35
C14 0.35 -4.65 0.29
C15 1.70 -2.82 1.29
N1 1.90 -1.56 1.50
C16 2.99 -1.10 2.34
C17 3.97 -0.19 1.57
Te1 3.26 0.47 -0.36
C18 3.72 -1.35 -1.36
C19 4.94 -1.98 -1.14
C20 5.25 -3.15 -1.81
C21 4.35 -3.70 -2.71
C22 3.14 -3.06 -2.96
C23 2.83 -1.88 -2.29
C24 2.52 -3.86 1.97
C25 2.28 -4.20 3.30
C26 3.06 -5.16 3.92
C27 4.09 -5.79 3.23
C28 4.33 -5.45 1.91
C29 3.54 -4.50 1.27
H1 -1.62 -6.82 -1.45
H2 -1.37 -6.94 0.29
H3 -0.02 -7.20 -0.81
H4 -2.03 -4.58 -2.08
H5 -3.85 -0.99 -3.54
H6 -4.54 -1.55 -5.86
H7 -3.14 -3.09 -7.21
H8 -1.05 -4.00 -6.27
H9 -0.38 -3.45 -3.96
H10 0.84 -5.34 0.96
H11 3.55 -1.94 2.76
H12 2.56 -0.55 3.17
H13 4.91 -0.70 1.39
H14 4.18 0.72 2.13
H15 5.67 -1.55 -0.46
H16 6.20 -3.64 -1.64
H17 4.59 -4.62 -3.23
H18 2.44 -3.47 -3.67
H19 1.88 -1.38 -2.48
H20 1.48 -3.71 3.85
H21 2.86 -5.43 4.95
H22 4.70 -6.53 3.72
H23 5.12 -5.94 1.36
H24 3.71 -4.25 0.23
C30 2.11 3.29 3.32
C31 1.51 2.05 2.89
N2 1.04 1.07 2.53
H25 1.54 4.10 2.88
H26 3.14 3.33 2.97
H27 2.10 3.37 4.41
N3 -3.55 -0.07 1.55
C32 -2.39 0.31 0.97
N4 -1.37 -0.37 1.42
C33 -1.87 -1.27 2.36
C34 -1.23 -2.22 3.15
C35 -2.01 -2.96 4.01
C36 -3.40 -2.77 4.09
C37 -4.05 -1.83 3.31
C38 -3.26 -1.09 2.44
H28 -4.45 0.31 1.35
H29 -2.32 1.09 0.23
H30 -0.16 -2.35 3.08
H31 -1.55 -3.70 4.65
H32 -3.97 -3.38 4.78
H33 -5.12 -1.68 3.39
C39 -2.51 4.66 -2.61
C40 -2.41 3.20 -2.20
C41 -3.79 2.55 -2.27
C42 -1.42 2.45 -3.09
O3 -2.00 3.11 -0.82
Si1 -0.55 3.29 -0.09
O4 0.17 1.87 0.10
O5 -0.82 3.92 1.41
C43 -2.02 4.34 2.07
C44 -2.65 5.52 1.32
C45 -1.62 4.77 3.48
C46 -3.01 3.18 2.16
O6 0.34 4.28 -1.02
C47 1.42 5.19 -0.79
C48 1.91 5.65 -2.16
C49 2.55 4.49 -0.04
C50 0.90 6.39 0.01
H34 -2.77 4.73 -3.67
H35 -1.56 5.16 -2.45
H36 -3.28 5.18 -2.03
H37 -4.20 2.65 -3.27
H38 -4.47 3.03 -1.57
H39 -3.72 1.48 -2.02
H40 -1.77 2.45 -4.12
H41 -1.31 1.42 -2.75
H42 -0.45 2.94 -3.04
H43 -1.97 6.37 1.32
H44 -3.59 5.81 1.79
H45 -2.85 5.22 0.29
H46 -0.85 5.55 3.44
H47 -1.24 3.92 4.05
H48 -2.49 5.18 4.00
H49 -3.41 2.96 1.17
H50 -3.84 3.44 2.82
H51 -2.51 2.29 2.54
H52 2.18 4.79 -2.77
H53 2.78 6.30 -2.04
H54 1.12 6.21 -2.67
H55 3.06 3.78 -0.69
H56 2.15 3.95 0.81
H57 3.29 5.22 0.31
H58 0.12 6.90 -0.55
H59 1.71 7.09 0.22
H60 0.48 6.04 0.96

Computed, not measured: C29H33FHfN10O3S2 as an isolated structure at a distorted geometry, with ωB97M-V/def2-TZVPD.

Computed properties:
frontier orbital gap: 7.7 eV
DFT total energy: -2841.3112 a.u.
LUMO energy: -0.3614 Eh
net charge: +4
energy above the lowest of the compared OMol25 structures with the same formula, charge and spin: 2.1 kcal/mol
F_max: 0.0547 Eh/bohr
spin multiplicity: 1
highest occupied orbital energy: -17.518 eV

Cartesian coordinates (Å):
Hf1 -0.56 0.08 0.22
C1 4.91 -2.10 0.41
C2 4.18 -1.23 -0.53
N1 4.60 -0.80 -1.68
N2 3.60 0.00 -2.15
C3 2.56 0.07 -1.35
S1 1.10 0.94 -1.54
N3 2.90 -0.71 -0.31
N4 2.04 -0.85 0.78
H1 5.74 -2.57 -0.12
H2 4.28 -2.89 0.82
H3 5.33 -1.52 1.24
H4 3.71 0.46 -3.04
H5 2.50 -0.45 1.59
H6 1.91 -1.85 0.97
C4 -3.27 -4.04 1.85
N5 -2.77 -2.91 2.64
C5 -3.32 -2.50 3.85
C6 -2.60 -1.46 4.28
N6 -1.60 -1.23 3.33
C7 -1.74 -2.13 2.32
S2 -0.77 -2.35 0.91
C8 -0.62 -0.21 3.49
C9 -0.25 0.14 4.78
C10 0.62 1.20 4.97
C11 1.11 1.88 3.86
C12 0.74 1.43 2.62
N7 -0.11 0.40 2.42
H7 -4.33 -4.15 2.03
H8 -2.75 -4.96 2.14
H9 -3.09 -3.85 0.79
H10 -4.17 -3.00 4.29
H11 -2.73 -0.85 5.15
H12 -0.63 -0.41 5.63
H13 0.92 1.49 5.97
H14 1.78 2.73 3.96
H15 1.11 1.93 1.72
F1 -2.79 -1.95 -6.15
C13 -3.37 -1.07 -5.32
C14 -2.80 -0.89 -4.11
C15 -3.34 0.00 -3.18
C16 -2.73 0.25 -1.93
O1 -1.65 -0.36 -1.51
C17 -3.34 1.22 -1.10
C18 -4.51 1.82 -1.45
N8 -5.10 1.58 -2.63
C19 -6.41 2.17 -2.92
C20 -6.54 3.34 -3.84
C21 -6.79 3.50 -2.38
C22 -4.52 0.70 -3.54
C23 -5.09 0.50 -4.80
C24 -4.54 -0.36 -5.75
N9 -5.09 -0.51 -7.01
C25 -6.17 0.34 -7.49
C26 -7.28 -0.49 -8.13
N10 -6.70 -1.53 -9.07
C27 -5.25 -1.26 -9.37
C28 -4.44 -1.31 -8.08
C29 -2.51 1.31 0.13
O2 -2.56 0.36 0.97
O3 -1.40 1.96 0.09
H16 -1.90 -1.45 -3.88
H17 -5.02 2.52 -0.80
H18 -7.18 1.40 -2.97
H19 -7.38 3.35 -4.52
H20 -5.63 3.79 -4.24
H21 -7.81 3.60 -2.02
H22 -6.07 4.09 -1.82
H23 -5.97 1.08 -5.03
H24 -5.78 1.08 -8.19
H25 -6.63 0.90 -6.69
H26 -7.94 0.15 -8.71
H27 -7.87 -1.02 -7.39
H28 -7.24 -1.57 -9.93
H29 -6.78 -2.46 -8.65
H30 -5.20 -0.29 -9.87
H31 -4.89 -2.02 -10.06
H32 -3.45 -0.94 -8.31
H33 -4.35 -2.35 -7.77

Computed, not measured: C14H8MoN4O4S as an isolated structure, with ωB97M-V/def2-TZVPD.

Computed properties:
⟨S²⟩: 2.03
frontier orbital gap (alpha / beta): 6.7 / 7.4 eV
DFT total energy: -1524.1432 a.u.
LUMO energy (alpha / beta): -0.3187 / -0.3291 Eh
net charge: +2
energy above the lowest of the compared OMol25 structures with the same formula, charge and spin: 0.0 kcal/mol
F_max: 0.0077 Eh/bohr
spin multiplicity: 3
highest occupied orbital energy (alpha / beta): -15.405 / -16.323 eV

Cartesian coordinates (Å):
Mo1 0.61 1.33 0.77
O1 0.58 -2.34 2.87
C1 0.29 -1.27 2.24
O2 1.15 -0.46 1.81
C2 -1.13 -0.95 2.01
C3 -2.26 -1.63 2.42
C4 -3.50 -1.05 2.12
C5 -3.57 0.16 1.46
C6 -2.38 0.77 1.09
N1 -1.21 0.21 1.34
C7 -2.22 2.12 0.42
O3 -3.09 2.80 0.02
O4 -0.89 2.43 0.34
H1 1.54 -2.46 3.02
H2 -2.18 -2.56 2.97
H3 -4.40 -1.56 2.43
H4 -4.51 0.64 1.24
N2 3.45 -3.37 -2.56
C8 2.82 -2.42 -2.53
C9 2.00 -1.24 -2.46
C10 1.48 -0.63 -3.60
C11 0.69 0.50 -3.44
C12 0.45 0.99 -2.17
N3 0.96 0.39 -1.07
C13 1.73 -0.70 -1.22
H5 1.68 -1.03 -4.58
H6 0.27 1.02 -4.30
H7 -0.15 1.87 -2.01
H8 2.14 -1.14 -0.32
S1 4.36 4.05 0.51
C14 3.13 3.14 0.57
N4 2.14 2.41 0.63

Computed, not measured: C18H16AsF5O8P2PdSTe as an isolated structure, with ωB97M-V/def2-TZVPD.

Computed properties:
⟨S²⟩: 2.01
frontier orbital gap (alpha / beta): 7.5 / 6.7 eV
DFT total energy: -5509.7502 a.u.
LUMO energy (alpha / beta): 0.1499 / 0.1228 Eh
net charge: -2
energy above the lowest of the compared OMol25 structures with the same formula, charge and spin: 25.0 kcal/mol
F_max: 0.0104 Eh/bohr
spin multiplicity: 3
highest occupied orbital energy (alpha / beta): -3.406 / -3.392 eV

Cartesian coordinates (Å):
Pd1 0.23 1.31 1.77
S1 2.22 0.17 1.56
C1 1.68 -1.43 1.06
C2 1.53 -2.43 2.02
C3 1.17 -3.72 1.66
C4 0.95 -4.02 0.32
C5 1.07 -3.03 -0.65
C6 1.43 -1.74 -0.29
As1 1.54 -0.24 -1.55
C7 1.02 -1.27 -3.16
C8 2.05 -1.88 -3.88
C9 1.78 -2.63 -5.02
C10 0.47 -2.78 -5.46
C11 -0.56 -2.17 -4.76
C12 -0.28 -1.42 -3.62
C13 -0.23 0.52 -1.21
C14 -1.21 -0.12 -0.46
C15 -2.46 0.46 -0.29
C16 -2.75 1.67 -0.89
C17 -1.78 2.31 -1.65
C18 -0.53 1.75 -1.80
H1 1.65 -2.16 3.06
H2 1.05 -4.48 2.42
H3 0.67 -5.03 0.03
H4 0.86 -3.27 -1.68
H5 3.07 -1.76 -3.55
H6 2.59 -3.11 -5.56
H7 0.26 -3.37 -6.34
H8 -1.58 -2.27 -5.10
H9 -1.10 -0.95 -3.08
H10 -1.00 -1.06 0.04
H11 -3.18 -0.02 0.37
H12 -3.71 2.14 -0.73
H13 -1.99 3.28 -2.09
H14 0.24 2.29 -2.35
O1 -3.05 -0.46 3.08
P1 -1.56 -0.38 3.69
O2 -1.34 -1.41 4.72
O3 -0.56 -0.40 2.50
O4 -1.51 1.11 4.29
P2 -2.09 2.40 3.46
O5 -1.33 3.59 4.18
O6 -3.56 2.46 3.63
O7 -1.59 2.25 2.03
H15 -3.52 0.39 3.18
H16 -0.37 3.52 3.96
F1 3.87 3.12 0.81
Te1 2.28 3.83 1.70
F2 3.62 4.86 2.72
F3 1.04 5.07 2.47
F4 1.09 2.48 3.38
F5 2.38 5.12 0.34
O8 0.98 2.87 0.72

Computed, not measured: C36H76BeCl4N4O20 as an isolated structure at a distorted geometry, with ωB97M-V/def2-TZVPD.

Computed properties:
frontier orbital gap: 5.1 eV
DFT total energy: -4995.2088 a.u.
LUMO energy: 0.0490 Eh
net charge: -2
energy above the lowest of the compared OMol25 structures with the same formula, charge and spin: 6.5 kcal/mol
F_max: 0.1534 Eh/bohr
spin multiplicity: 1
highest occupied orbital energy: -3.741 eV

Cartesian coordinates (Å):
Be1 3.43 2.25 4.40
Cl1 6.10 4.92 4.30
O1 7.08 4.27 5.09
O2 6.15 6.27 4.07
O3 6.17 4.32 2.98
O4 4.77 4.61 4.79
Cl2 5.93 -0.08 3.70
O5 5.53 1.00 2.86
O6 7.24 0.19 4.23
O7 4.89 -0.11 4.70
O8 5.92 -1.35 3.09
Cl3 0.58 0.44 3.36
O9 0.52 1.51 4.33
O10 0.11 0.90 2.07
O11 2.01 0.27 3.27
O12 -0.08 -0.75 3.79
Cl4 2.22 4.32 1.75
O13 2.86 3.08 1.43
O14 1.86 4.20 3.09
O15 3.27 5.27 1.60
O16 1.05 4.56 0.99
C1 3.94 0.55 -1.51
C2 3.38 -0.91 -1.35
C3 3.97 -1.43 0.05
C4 3.24 -2.66 0.59
C5 1.68 -2.51 0.54
C6 1.06 -2.03 -0.81
N1 1.87 -0.87 -1.33
O17 1.34 -0.35 -2.36
C7 1.02 -3.31 -1.76
C8 -0.43 -1.69 -0.44
C9 3.92 -1.88 -2.44
H1 3.73 1.07 -2.44
H2 5.03 0.54 -1.56
H3 3.90 1.28 -0.70
H4 5.03 -1.60 -0.18
H5 4.01 -0.68 0.84
H6 3.66 -2.87 1.57
H7 3.54 -3.48 -0.07
H8 1.25 -1.95 1.38
H9 1.35 -3.53 0.71
H10 1.15 -3.06 -2.81
H11 1.72 -4.02 -1.32
H12 0.05 -3.79 -1.71
H13 -0.95 -2.59 -0.10
H14 -0.58 -0.96 0.35
H15 -0.90 -1.25 -1.33
H16 3.43 -1.59 -3.37
H17 3.76 -2.94 -2.24
H18 4.95 -1.74 -2.78
H19 1.34 -1.09 -2.97
C10 -3.06 5.91 2.45
C11 -2.94 4.44 2.79
C12 -1.66 4.25 3.69
C13 -1.88 4.46 5.20
C14 -3.01 3.50 5.66
C15 -4.44 3.74 4.89
N2 -4.15 3.81 3.43
O18 -5.31 3.90 2.60
C16 -5.30 2.54 5.17
C17 -5.00 5.03 5.60
C18 -2.68 3.76 1.45
H20 -2.18 6.50 2.18
H21 -3.33 6.43 3.37
H22 -3.82 6.21 1.72
H23 -1.11 3.33 3.51
H24 -0.91 5.01 3.47
H25 -2.01 5.51 5.47
H26 -0.95 4.23 5.73
H27 -3.14 3.57 6.74
H28 -2.59 2.49 5.62
H29 -5.55 2.36 6.22
H30 -6.23 2.79 4.68
H31 -4.88 1.63 4.75
H32 -5.20 4.84 6.66
H33 -4.41 5.95 5.57
H34 -5.94 5.30 5.13
H35 -1.77 4.16 1.00
H36 -3.40 4.06 0.69
H37 -2.64 2.67 1.48
H38 -5.35 3.01 2.24
C19 5.63 1.82 7.34
C20 4.63 2.58 8.27
C21 5.37 3.88 8.60
C22 4.55 4.94 9.23
C23 3.30 5.27 8.37
C24 2.55 3.98 7.95
N3 3.42 2.85 7.46
O19 2.79 1.66 7.05
C25 1.64 3.56 9.20
C26 1.65 4.42 6.76
C27 4.58 1.61 9.50
H39 5.61 2.42 6.43
H40 5.26 0.84 7.04
H41 6.55 1.87 7.92
H42 6.36 3.77 9.06
H43 5.73 4.26 7.65
H44 5.25 5.72 9.52
H45 4.19 4.56 10.19
H46 3.68 5.80 7.50
H47 2.57 5.86 8.93
H48 2.13 3.02 10.01
H49 0.96 4.33 9.57
H50 0.93 2.76 8.99
H51 1.31 3.54 6.22
H52 0.75 4.90 7.16
H53 2.15 4.97 5.96
H54 3.84 1.85 10.26
H55 5.49 1.72 10.09
H56 4.51 0.53 9.34
H57 2.62 1.15 7.84
C28 -0.96 -1.48 7.32
C29 -1.50 -0.34 8.18
C30 -3.07 -0.45 8.01
C31 -3.91 0.40 9.06
C32 -3.48 -0.02 10.49
C33 -1.92 0.17 10.69
N4 -1.16 -0.58 9.56
O20 0.19 -0.71 9.79
C34 -1.42 1.66 10.79
C35 -1.56 -0.38 12.17
C36 -0.97 1.00 7.62
H58 -1.25 -2.49 7.62
H59 0.13 -1.50 7.26
H60 -1.22 -1.34 6.27
H61 -3.40 -0.37 6.97
H62 -3.31 -1.51 8.15
H63 -4.97 0.36 8.81
H64 -3.66 1.45 8.89
H65 -3.62 -1.08 10.68
H66 -4.01 0.52 11.28
H67 -1.71 2.16 11.71
H68 -0.33 1.66 10.81
H69 -1.80 2.18 9.91
H70 -2.34 0.04 12.81
H71 -1.76 -1.45 12.21
H72 -0.58 0.01 12.45
H73 -1.00 0.83 6.55
H74 0.10 1.13 7.80
H75 -1.44 1.94 7.88
H76 0.36 -1.63 10.05

Computed, not measured: one molecule with the formula C4H10N2O at a distorted geometry, with ωB97M-V/def2-TZVPD.

Computed properties:
frontier orbital gap: 10.0 eV
DFT total energy: -343.1015 a.u.
LUMO energy: 0.0344 Eh
energy above the lowest of the compared OMol25 structures with the same formula, charge and spin: 62.7 kcal/mol
F_max: 0.0990 Eh/bohr
spin multiplicity: 1
highest occupied orbital energy: -9.028 eV
SMILES: CC(=O)NCCN

Cartesian coordinates (Å):
C1 1.17 -1.64 1.19
C2 0.41 -1.31 -0.29
N1 0.86 -0.17 -0.87
C3 0.60 1.03 -0.17
C4 -0.89 1.50 -0.28
N2 -1.92 0.57 0.08
O1 -0.63 -1.88 -0.58
H1 0.34 -2.27 1.64
H2 2.03 -2.24 0.77
H3 1.40 -0.75 1.74
H4 0.76 -0.22 -1.88
H5 1.03 0.84 0.86
H6 1.17 1.90 -0.63
H7 -1.14 2.43 0.34
H8 -0.89 1.94 -1.26
H9 -1.57 -0.38 -0.03
H10 -2.73 0.66 -0.62

Computed, not measured: C10H32B3MgO4S as an isolated structure at a distorted geometry, with ωB97M-V/def2-TZVPD.

Computed properties:
frontier orbital gap: 8.0 eV
DFT total energy: -1373.6934 a.u.
LUMO energy: 0.0469 Eh
net charge: -1
F_max: 0.1042 Eh/bohr
spin multiplicity: 1
highest occupied orbital energy: -6.704 eV

Cartesian coordinates (Å):
Mg1 -22.37 3.11 -8.94
B1 -23.98 1.82 -6.91
H1 -24.61 1.99 -7.78
H2 -24.44 1.17 -6.19
H3 -23.12 1.29 -7.30
H4 -23.55 2.72 -6.51
B2 -19.31 2.30 -8.52
H5 -19.84 2.92 -7.81
H6 -18.27 2.55 -8.63
H7 -19.42 1.25 -8.30
H8 -19.78 2.43 -9.48
B3 -23.15 5.73 -10.04
H9 -23.24 6.75 -10.37
H10 -24.01 5.14 -10.33
H11 -22.23 5.30 -10.43
H12 -23.16 5.79 -8.96
C1 -23.50 6.29 -15.75
C2 -22.13 6.95 -16.03
O1 -22.09 8.13 -16.17
C3 -20.93 6.03 -15.87
H13 -23.61 5.45 -16.44
H14 -24.24 7.09 -15.75
H15 -23.50 5.93 -14.72
H16 -21.07 4.99 -16.14
H17 -20.52 6.03 -14.86
H18 -20.10 6.31 -16.53
C4 -19.50 11.51 -4.13
C5 -19.89 10.58 -5.28
O2 -19.22 9.67 -5.66
C6 -21.37 10.75 -5.71
H19 -18.82 11.00 -3.45
H20 -20.36 11.89 -3.57
H21 -19.01 12.45 -4.41
H22 -21.86 10.58 -4.75
H23 -21.72 10.13 -6.54
H24 -21.53 11.81 -5.94
C7 -22.31 -2.77 -13.68
C8 -21.34 -2.08 -14.49
C9 -21.10 -0.67 -13.92
S1 -22.77 -0.09 -13.47
O3 -23.31 0.70 -14.59
O4 -22.81 0.41 -12.10
C10 -23.51 -1.71 -13.54
H25 -21.98 -2.90 -12.64
H26 -22.74 -3.70 -14.06
H27 -21.73 -1.94 -15.49
H28 -20.41 -2.62 -14.65
H29 -20.40 0.06 -14.33
H30 -20.72 -0.89 -12.93
H31 -23.96 -1.65 -14.53
H32 -24.34 -1.75 -12.84